Molecular formula: C16H19N3S
Method: DFT, ωB97M-V/def2-TZVPD

Calculated values
largest force on an atom: 0.97 eV Å⁻¹
LUMO: 0.0177 Eh
energy above the lowest of the compared OMol25 structures with the same formula, charge and spin: 4.2 kcal/mol
HOMO level: -8.34 eV
SMILES string: CCCCc1ccc(NC(=S)Nc2cccnc2)cc1

Last column: Mulliken charge in e.
CARTESIAN COORDINATES (ANGSTROEM)
C: 4.9300 -2.4998 -2.3013  -1.289
C: 4.8116 -2.0042 -0.8654  -0.313
C: 3.3626 -1.7100 -0.4876  -0.502
C: 3.2363 -1.2122 0.9578  -1.233
C: 1.8017 -0.9360 1.2944  0.477
C: 1.2468 0.3180 1.0758  -0.582
C: -0.0867 0.5705 1.3394  -0.305
C: -0.9082 -0.4491 1.8182  0.231
N: -2.2610 -0.2510 2.1162  -0.135
C: -3.1900 0.5344 1.5026  0.224
S: -4.6669 0.6780 2.2276  -0.464
N: -2.8253 1.0663 0.3083  -0.138
C: -3.4721 1.9676 -0.5282  0.929
C: -4.5843 2.7314 -0.1807  -0.420
C: -5.1041 3.6049 -1.1205  -0.490
C: -4.5028 3.6940 -2.3659  -0.327
N: -3.4367 2.9831 -2.6983  -0.574
C: -2.9391 2.1515 -1.8097  -0.516
C: -0.3514 -1.7034 2.0635  -0.814
C: 0.9827 -1.9388 1.8015  -0.588
H: 4.5495 -1.7535 -2.9953  0.332
H: 5.9685 -2.7030 -2.5514  0.383
H: 4.3586 -3.4154 -2.4375  0.331
H: 5.2158 -2.7586 -0.1864  0.299
H: 5.4078 -1.0969 -0.7441  0.306
H: 2.7634 -2.6157 -0.6078  0.346
H: 2.9565 -0.9536 -1.1634  0.354
H: 3.6378 -1.9707 1.6327  0.418
H: 3.8287 -0.3026 1.0753  0.403
H: 1.8702 1.1195 0.7071  0.399
H: -0.4736 1.5709 1.2132  0.585
H: -2.6371 -0.7967 2.8805  0.286
H: -1.9715 0.6847 -0.0860  0.231
H: -5.0312 2.6422 0.7949  0.314
H: -5.9657 4.2080 -0.8809  0.373
H: -4.8783 4.3595 -3.1309  0.358
H: -2.0637 1.5938 -2.1248  0.355
H: -0.9755 -2.4905 2.4610  0.375
H: 1.3969 -2.9172 1.9960  0.381